Entry 1:
{"formula": "C30H25N7O2S3Y", "method": "ωB97M-V/def2-TZVPD", "orbital_gap_ev": 7.213, "charge": 1, "mol_weight_da": 700.7, "energy_ha": -2924.9416, "spin_multiplicity": 1, "homo_ev": -10.7, "species": ["Y", "C", "S", "C", "S", "N", "N", "C", "C", "C", "C", "C", "C", "N", "H", "H", "H", "H", "H", "H", "H", "H", "S", "N", "C", "C", "C", "C", "C", "N", "C", "C", "N", "C", "C", "C", "C", "C", "N", "H", "H", "H", "H", "H", "H", "C", "C", "C", "C", "C", "C", "C", "C", "C", "C", "O", "O", "H", "H", "H", "H", "H", "H", "H", "H", "H", "H", "H"], "xyz": [[1.212, 0.359, 1.202], [5.385, -3.316, 1.811], [3.929, -3.417, 2.867], [3.154, -1.868, 2.673], [3.770, -0.681, 1.574], [2.104, -1.768, 3.458], [1.414, -0.601, 3.295], [0.678, -0.199, 4.254], [0.072, 1.138, 4.143], [-0.625, 1.700, 5.194], [-1.092, 3.001, 5.074], [-0.841, 3.699, 3.909], [-0.133, 3.065, 2.900], [0.323, 1.819, 3.007], [5.923, -4.246, 1.986], [5.108, -3.235, 0.764], [6.003, -2.472, 2.103], [0.590, -0.778, 5.170], [-0.796, 1.122, 6.093], [-1.639, 3.462, 5.887], [-1.180, 4.716, 3.775], [0.074, 3.569, 1.965], [1.999, -4.202, -5.213], [1.549, -4.603, -3.720], [1.607, -3.494, -3.005], [1.261, -3.374, -1.600], [0.798, -4.454, -0.846], [0.431, -4.246, 0.460], [0.531, -2.960, 0.981], [0.992, -1.930, 0.286], [1.356, -2.121, -0.998], [1.869, -0.962, -1.752], [2.035, 0.198, -1.088], [2.488, 1.256, -1.748], [2.811, 1.233, -3.097], [2.648, 0.055, -3.787], [2.172, -1.067, -3.110], [2.025, -2.363, -3.748], [2.280, -2.629, -5.018], [0.732, -5.431, -1.310], [0.066, -5.051, 1.082], [0.240, -2.764, 2.004], [2.591, 2.172, -1.179], [3.178, 2.128, -3.580], [2.883, -0.027, -4.841], [-5.755, 2.351, -2.921], [-4.515, 2.046, -2.126], [-4.319, 0.803, -1.541], [-3.190, 0.503, -0.789], [-3.099, -0.899, -0.229], [-2.203, 1.501, -0.623], [-2.388, 2.778, -1.203], [-1.429, 3.940, -1.073], [-3.538, 3.015, -1.940], [-0.968, 1.187, 0.120], [0.082, 1.912, 0.028], [-0.892, 0.139, 0.860], [-6.338, 1.451, -3.111], [-5.503, 2.810, -3.879], [-6.389, 3.057, -2.380], [-5.071, 0.033, -1.677], [-3.944, -1.483, -0.587], [-3.110, -0.899, 0.860], [-2.179, -1.399, -0.531], [-1.937, 4.857, -1.367], [-0.564, 3.806, -1.726], [-1.045, 4.061, -0.065], [-3.681, 3.997, -2.380]], "forces_ev_per_a": [[1.5, 0.0, -0.4], [-0.1, 0.1, 0.0], [0.0, -0.1, 0.0], [-0.1, 0.2, 0.0], [0.0, -0.1, 0.1], [0.0, -0.3, 0.1], [0.3, -0.3, 0.5], [0.0, 0.1, 0.2], [0.1, 0.0, 0.0], [-0.1, -0.1, 0.1], [0.0, 0.0, 0.1], [0.0, 0.0, 0.0], [0.0, 0.0, 0.0], [-0.1, 0.0, 0.1], [0.0, 0.0, 0.0], [0.0, 0.0, 0.0], [0.0, 0.0, 0.0], [0.0, 0.0, 0.0], [0.0, 0.0, 0.0], [0.0, 0.0, 0.0], [0.0, 0.0, 0.0], [0.0, 0.0, 0.0], [0.0, -0.2, -0.3], [0.0, 0.1, -0.1], [0.0, 0.2, 0.2], [-0.1, -0.1, -0.2], [0.0, -0.1, 0.0], [0.0, -0.1, 0.0], [0.0, 0.1, 0.0], [0.1, 0.0, -0.1], [0.1, 0.1, 0.1], [0.0, -0.1, 0.1], [-0.1, -0.1, -0.3], [0.0, 0.0, 0.1], [0.0, 0.0, -0.1], [0.0, -0.1, -0.1], [0.1, -0.1, -0.1], [0.0, 0.1, 0.2], [0.0, -0.1, 0.1], [0.0, 0.0, 0.0], [0.0, 0.0, 0.0], [0.0, 0.0, 0.0], [0.0, 0.0, 0.0], [0.0, 0.0, 0.0], [0.0, 0.0, 0.0], [0.1, 0.0, 0.0], [-0.1, -0.1, 0.0], [0.0, 0.0, 0.0], [0.0, -0.1, 0.0], [0.0, 0.1, 0.0], [0.0, 0.0, -0.1], [0.0, 0.1, 0.0], [0.0, -0.1, -0.1], [0.0, 0.1, 0.0], [0.0, 0.0, 0.0], [-0.5, 0.4, -0.1], [-1.2, 0.1, -0.3], [0.0, 0.0, 0.0], [0.0, 0.0, 0.0], [0.0, 0.0, 0.0], [0.0, 0.0, 0.0], [0.0, 0.0, 0.0], [0.0, 0.0, 0.0], [0.0, 0.0, 0.0], [0.0, 0.0, 0.0], [0.0, 0.0, 0.1], [0.0, 0.0, 0.1], [0.0, 0.0, 0.0]]}

=====

Entry 2:
{"formula": "C30H26BN8PSeW", "method": "ωB97M-V/def2-TZVPD", "orbital_gap_ev": [5.929, 4.047], "charge": 3, "mol_weight_da": 803.2, "energy_ha": -4430.6665, "spin_multiplicity": 2, "homo_ev": [-16.7, -16.7], "species": ["W", "C", "C", "N", "N", "C", "B", "N", "C", "C", "C", "N", "N", "C", "C", "C", "N", "N", "C", "C", "C", "N", "H", "H", "H", "H", "H", "H", "H", "H", "H", "H", "H", "H", "C", "C", "C", "C", "C", "C", "P", "C", "C", "C", "C", "C", "C", "C", "C", "C", "C", "C", "C", "H", "H", "H", "H", "H", "H", "H", "H", "H", "H", "H", "H", "H", "H", "Se"], "xyz": [[1.075, -1.031, 0.713], [4.746, -0.296, 0.325], [3.856, -0.652, -0.689], [2.623, -0.186, -0.450], [2.678, 0.456, 0.789], [3.990, 0.372, 1.244], [1.801, 1.809, 1.203], [0.749, 1.874, 0.112], [0.369, 2.832, -0.741], [-0.565, 2.292, -1.612], [-0.678, 0.963, -1.240], [0.110, 0.711, -0.179], [1.142, 1.308, 2.517], [1.050, 1.777, 3.767], [0.364, 0.858, 4.546], [0.080, -0.193, 3.699], [0.544, 0.081, 2.466], [2.677, 2.980, 1.331], [2.405, 4.258, 1.739], [3.487, 5.032, 1.431], [4.392, 4.147, 0.806], [3.902, 2.928, 0.727], [5.799, -0.517, 0.382], [4.037, -1.271, -1.556], [4.266, 0.816, 2.188], [0.779, 3.827, -0.670], [-1.080, 2.799, -2.409], [-1.295, 0.186, -1.662], [1.477, 2.733, 4.029], [0.123, 0.944, 5.592], [-0.418, -1.129, 3.905], [1.472, 4.517, 2.216], [3.619, 6.081, 1.630], [5.374, 4.360, 0.415], [-4.724, 0.303, -0.542], [-3.987, 0.767, 0.542], [-2.908, 0.038, 1.011], [-2.582, -1.172, 0.393], [-3.326, -1.644, -0.693], [-4.396, -0.897, -1.160], [-1.233, -2.145, 1.030], [-1.731, -3.139, 2.416], [-0.904, -4.174, 2.875], [-1.312, -4.947, 3.944], [-2.531, -4.684, 4.566], [-3.350, -3.660, 4.114], [-2.961, -2.884, 3.033], [-0.540, -3.077, -0.341], [-0.669, -4.383, -0.790], [-0.040, -4.687, -1.986], [0.758, -3.733, -2.686], [0.956, -2.465, -2.191], [0.400, -2.175, -0.933], [-5.565, 0.880, -0.905], [-4.256, 1.699, 1.021], [-2.328, 0.412, 1.848], [-3.088, -2.591, -1.162], [-4.981, -1.256, -1.995], [0.039, -4.396, 2.387], [-0.689, -5.758, 4.296], [-2.844, -5.292, 5.404], [-4.300, -3.470, 4.595], [-3.613, -2.101, 2.668], [-1.312, -5.095, -0.289], [-0.197, -5.657, -2.442], [1.228, -4.041, -3.612], [1.581, -1.750, -2.711], [2.274, -2.678, 1.717]], "forces_ev_per_a": [[0.2, -0.1, 0.3], [0.1, 0.0, -0.1], [-0.1, -0.1, -0.1], [0.2, 0.2, -0.1], [-0.1, 0.3, 0.1], [-0.2, 0.0, 0.1], [0.1, -0.1, 0.0], [-0.1, 0.0, -0.1], [0.0, 0.0, 0.1], [0.0, 0.0, 0.0], [-0.1, 0.0, 0.1], [-0.1, 0.1, -0.2], [0.0, 0.0, 0.2], [0.0, 0.2, -0.2], [0.0, 0.0, 0.1], [-0.1, 0.0, -0.1], [0.0, -0.3, -0.1], [0.0, 0.0, -0.1], [0.0, 0.0, 0.1], [-0.1, 0.0, 0.0], [0.0, 0.0, 0.0], [0.0, -0.1, 0.1], [0.0, 0.0, 0.0], [0.0, 0.0, 0.0], [0.0, 0.0, 0.0], [0.0, 0.0, 0.0], [0.0, 0.0, 0.0], [0.0, 0.0, 0.0], [0.0, 0.0, 0.0], [0.0, 0.0, 0.0], [0.0, 0.0, 0.0], [0.0, 0.0, 0.0], [0.0, 0.0, 0.0], [0.0, 0.0, 0.0], [0.0, 0.0, 0.0], [0.1, 0.0, 0.1], [0.0, 0.0, 0.0], [0.0, 0.0, -0.1], [0.0, 0.0, 0.1], [0.0, 0.0, 0.0], [0.0, 0.0, 0.0], [0.0, 0.0, 0.0], [-0.1, 0.0, 0.0], [0.0, 0.0, 0.0], [0.0, 0.0, 0.0], [0.0, 0.0, 0.0], [0.0, 0.0, 0.0], [0.0, 0.2, 0.1], [0.0, 0.0, 0.0], [0.1, 0.1, -0.1], [-0.1, 0.0, 0.1], [0.0, -0.1, 0.0], [0.0, -0.1, -0.1], [0.0, 0.0, 0.0], [0.0, 0.0, 0.0], [0.0, 0.0, 0.0], [0.0, 0.0, 0.0], [0.0, 0.0, 0.0], [0.0, 0.0, 0.0], [0.0, 0.0, 0.0], [0.0, 0.0, 0.0], [0.0, 0.0, 0.0], [0.0, 0.0, 0.0], [0.0, 0.0, 0.0], [0.0, 0.0, 0.0], [0.0, 0.0, 0.0], [0.0, 0.0, 0.0], [0.0, -0.2, 0.1]]}